80
Properties=species:S:1:pos:R:3 method="wB97M-V/def2-TZVPD" charge=+1 lumo_energy_ev="-1.9 / -4.5" relative_energy_kcal_mol=16.5 spin_multiplicity=6 homo_ev="-9.9 / -10.8"
H 2.3373 1.1799 -1.7561
H -3.5798 0.4598 -3.7432
C -0.3358 8.3796 -1.3719
C -0.7835 6.7496 1.2044
Si -3.2950 4.8590 -1.6805
C -2.0680 -0.1753 -2.3809
C -2.8418 1.8362 2.5584
H -0.8710 -1.0830 -3.4489
H -3.5177 5.2295 0.7794
C 2.2958 -1.4040 -0.0782
H 2.1764 4.9161 -4.9513
C 1.8480 6.4573 -0.3324
N 1.7326 -0.2623 -0.4560
Te -0.0163 2.9161 -0.8616
H -3.7430 6.7549 -3.2452
H 4.4105 -0.2059 -2.2551
C -3.8063 4.4520 0.0729
H 2.2883 7.1909 0.3465
C -0.8575 6.3509 -5.0084
H -4.8926 4.3450 0.1175
H -1.4255 3.4178 2.8939
H -3.3205 2.5440 -2.5312
N -2.2980 -0.9985 -4.6784
C -1.5627 -1.4461 5.0219
C 1.7596 5.1056 -3.9599
H -1.9394 6.2442 -5.0960
H -3.3640 3.5084 0.3983
C 3.5049 -1.5984 -0.7512
H -3.9050 1.6267 2.6711
H 4.1867 -2.4222 -0.6530
H -0.1220 -2.4924 6.2260
H 0.0354 9.2103 -0.7677
C -0.5713 3.2963 -4.7611
H -0.6522 7.3252 -4.5638
H -4.9166 3.2866 -2.6709
H -2.8216 3.4507 3.9809
H 1.8080 -2.0209 0.6579
C -4.0368 6.4900 -2.2292
P -0.8820 0.0756 2.9796
C 3.6373 -0.4956 -1.5659
H -3.7345 7.3049 -1.5702
S 0.6393 1.2669 2.5106
Si -0.9590 5.0671 -1.8138
C -3.8454 3.4606 -2.8006
H -3.7438 -1.1824 -3.1564
H 2.2002 4.3897 -3.2642
O -0.5448 -0.7036 4.2973
C -2.5005 3.2521 2.9593
H -1.6885 -3.2980 6.0798
N 2.5583 0.2750 -1.3677
H -2.1440 -0.3041 -5.3974
O -2.1716 0.8916 3.4163
H 0.1604 8.4287 -2.3420
H -2.7752 -1.7826 -5.0999
H 2.0752 6.1032 -3.6534
H -0.5571 -3.3192 4.7215
H -0.5362 5.8378 1.7490
C -0.9403 -2.7151 5.5429
H -1.6484 3.2023 -4.9015
H -2.4026 -1.6525 4.3537
H -0.4160 7.5968 1.7873
H 2.0490 5.4665 0.0778
S -1.3799 -1.1357 1.4522
H -1.4034 8.5371 -1.5306
H -3.6651 3.6773 -3.8542
Ru -0.2005 0.6384 0.2002
Si 0.0086 6.7638 -0.4899
H 2.3625 6.5353 -1.2894
H -3.0075 3.9548 2.2960
O -2.3874 0.4299 -1.3843
H -0.2390 2.4726 -4.1266
Si -0.1067 4.9566 -4.0088
H -5.1269 6.4322 -2.2019
C -3.0228 -0.4552 -3.5336
H -0.0918 3.1819 -5.7358
H -0.4419 6.3516 -6.0180
H -2.5787 1.6354 1.5104
H -1.9103 -0.7952 5.8239
H -1.8690 6.8298 1.1520
O -0.8507 -0.6662 -2.5494

=====

59
Properties=species:S:1:pos:R:3 method="wB97M-V/def2-TZVPD" charge=+1 lumo_energy_ev=-2.0 relative_energy_kcal_mol=2.6 homo_ev=-11.5 smiles=CCCC[C@@H](CC)C[NH2+]Cc1cccn1CCN1CCOCC1
H 2.8236 -3.0483 1.1447
C -3.6737 0.7501 0.3652
C -2.2025 1.0394 0.6968
C 1.9602 -2.3756 1.0673
H -0.0774 2.3189 -0.7012
H -6.0076 -0.7547 -0.3421
C -1.9376 0.9554 2.2097
H -4.2983 1.2357 1.1162
N 3.1349 1.3384 -0.6583
H -3.8534 -0.3227 0.4231
H 0.2233 -3.0837 2.1900
H -2.6094 1.6604 2.7015
H -0.9219 1.3009 2.4372
C 4.1583 2.0165 -0.0759
C 0.6277 1.4897 -0.7732
H 0.7724 -0.4952 -0.0724
H 5.1746 1.7044 -0.2103
H -6.1182 1.7226 -0.4246
H -1.9612 -0.3792 3.8930
H -3.6023 0.6999 -1.8013
H -5.6060 -0.8084 -2.0618
H -0.0391 -4.0542 -1.2733
C 0.6586 -3.1927 1.1963
C 0.0888 -2.9878 -1.0490
C -6.1307 -0.2441 -1.2936
N 1.9695 -1.6555 -0.2163
H -5.8492 1.6925 -2.1644
H 2.0335 -1.6338 1.8667
H 2.2058 -3.4605 -1.2894
C 1.9600 1.9617 -0.3273
H 1.6572 -2.0797 -2.2477
H 1.5538 3.7409 0.8758
C -2.1494 -0.4245 2.8234
N 0.1351 0.3718 0.0861
H 4.2157 3.7999 1.1790
C 2.2584 3.0430 0.4691
H -3.7909 2.3130 -1.1062
C 3.2992 0.1187 -1.4001
H 3.9513 -1.8873 -0.9048
H 3.7444 -0.8071 0.4789
C -1.3083 0.0828 -0.0972
H 0.2643 0.6433 1.0676
O -0.3028 -2.7193 0.2816
H 4.2597 0.1680 -1.9182
H -1.4847 -1.1709 2.3956
H -7.1895 -0.2423 -1.5377
H -0.5964 -2.4174 -1.6783
H 0.6384 1.1347 -1.8063
H -1.9936 2.0706 0.3889
H -1.5348 0.1592 -1.1608
H 0.8498 -4.2577 1.0181
H -3.1734 -0.7550 2.6804
C -5.6090 1.1863 -1.2275
C 3.3064 -1.1107 -0.4752
C 1.5555 -2.5750 -1.2816
H 2.5159 0.0310 -2.1560
C -4.0969 1.2682 -1.0102
H -1.4968 -0.9407 0.2254
C 3.6534 3.0775 0.6245

=====

14
Properties=species:S:1:pos:R:3 method="wB97M-V/def2-TZVPD" charge=+1 lumo_energy_ev="-4.2 / -4.5" relative_energy_kcal_mol=121.6 homo_ev="-13.3 / -12.7"
H -0.9949 -2.3624 -1.6923
H 0.8491 -1.0814 -1.7164
H -0.4438 -1.2482 2.8491
H 1.0701 1.9173 -0.0386
H -0.2130 1.4285 -1.3993
N -0.2949 0.5450 -0.8076
H 1.5293 0.1134 0.0212
C 0.7150 0.8779 0.1919
C -0.1472 -0.6206 1.9547
C -0.1637 -0.7707 -1.3309
C 0.2461 0.5579 1.6100
O -1.2666 -1.4619 -1.4673
H 0.3003 1.4763 2.2259
H -1.1857 0.6290 -0.4004